Record 1
Computed, not measured: an isolated molecule of C8H15N, with wB97M-V/def2-TZVPD.

Results
Frontier orbital gap: 10.3 eV
Relative energy (zero: lowest compared OMol25 entry of this formula, charge and spin): 157.69 kJ/mol
2S+1: 1
Largest force on an atom: 0.01097 hartree/bohr
SMILES: C#C[C@](C)(N)[C@@H](C)CC

Structure (XYZ):
```
24
Properties=species:S:1:pos:R:3:forces:R:3:lowdin_charge:R:1
C 3.256 -0.932 -0.027 -0.339 0.030 -0.055 0.1464
C 2.117 -0.673 -0.283 0.275 0.025 0.008 -0.1060
C 0.726 -0.333 -0.586 -0.312 -0.326 0.119 -0.5685
C 0.143 -1.478 -1.427 0.126 0.107 0.055 -0.0308
N 0.757 0.864 -1.416 -0.023 0.239 -0.190 0.0906
C -0.007 -0.198 0.791 -0.071 0.101 0.119 -0.3265
C 0.471 1.051 1.534 -0.027 -0.262 -0.098 -0.0670
C -1.543 -0.271 0.752 0.171 0.020 -0.132 -0.2229
C -2.268 0.812 -0.041 0.033 -0.157 0.137 -0.1003
H 4.254 -1.174 0.191 0.539 -0.121 0.115 0.0191
H 0.117 -2.399 -0.850 -0.059 -0.088 0.050 0.0913
H -0.860 -1.236 -1.765 -0.159 0.027 -0.010 0.0737
H 0.772 -1.626 -2.301 0.013 -0.014 -0.037 0.0877
H -0.178 1.197 -1.612 0.024 0.045 0.051 0.0630
H 1.281 1.604 -0.965 -0.070 0.012 -0.039 0.0798
H 0.317 -1.068 1.378 -0.020 0.065 -0.081 0.1400
H 1.557 1.049 1.609 0.072 0.075 0.050 0.0746
H 0.057 1.069 2.540 -0.016 0.030 0.098 0.0811
H 0.161 1.963 1.028 -0.016 0.090 -0.012 0.0663
H -1.884 -0.218 1.790 0.008 -0.087 -0.015 0.1098
H -1.844 -1.248 0.369 -0.043 -0.039 0.072 0.1008
H -1.946 1.807 0.257 0.005 0.130 -0.037 0.0683
H -3.339 0.740 0.146 -0.076 0.052 -0.053 0.0728
H -2.116 0.697 -1.112 -0.035 0.045 -0.115 0.0567
```
Forces are in eV/Å.

---

Record 2
Computed, not measured: an isolated molecule of C3H9NS2 in a non-equilibrium geometry, with wB97M-V/def2-TZVPD.

Results
Frontier orbital gap: 8.9 eV
Relative energy (zero: lowest compared OMol25 entry of this formula, charge and spin): 512.97 kJ/mol
2S+1: 1
Largest force on an atom: 0.12806 hartree/bohr
SMILES: NC(CS)CS

Structure (XYZ):
```
15
Properties=species:S:1:pos:R:3:forces:R:3:lowdin_charge:R:1
N 1.021 -1.517 0.642 -5.529 1.457 -1.800 -0.0063
C 0.573 -0.095 0.714 -0.237 6.422 -1.439 -0.5752
C 1.121 0.920 -0.509 -0.610 -2.526 0.084 -0.4325
S 0.167 0.551 -2.167 4.313 -2.247 -0.686 0.5843
C -0.961 0.235 0.311 -2.270 -3.184 -1.864 -0.6451
S -2.014 -0.216 1.819 2.220 -0.330 -0.262 0.6472
H 0.775 -1.618 -0.500 0.764 -0.488 3.669 0.1070
H 0.001 -1.809 1.144 3.467 -0.529 -1.729 0.1135
H 0.813 0.560 1.666 -0.160 -2.012 -1.486 0.1494
H 2.199 0.761 -0.549 -0.096 0.488 -0.722 0.0625
H 0.773 1.944 -0.444 0.500 0.070 0.905 0.0327
H 1.180 -0.522 -2.660 -2.212 2.350 0.844 -0.0317
H -1.561 1.244 -0.316 2.680 -2.773 2.241 0.1463
H -0.934 -0.703 -0.628 -1.334 2.734 2.971 0.0653
H -3.154 0.264 1.480 -1.495 0.570 -0.725 -0.2172
```
Forces are in eV/Å.

---

Record 3
Computed, not measured: a cluster of 7 separate species, C16H30Br12O3 in total in a non-equilibrium geometry, with wB97M-V/def2-TZVPD.

Results
Frontier orbital gap: 10.1 eV
Relative energy (zero: lowest compared OMol25 entry of this formula, charge and spin): 72.66 kJ/mol
2S+1: 1
Largest force on an atom: 0.04282 hartree/bohr
SMILES: C[C@H]1COC(=O)O1.BrCCBr.BrCCBr.BrCCBr.BrCCBr.BrCCBr.BrCCBr

Structure (XYZ):
```
61
Properties=species:S:1:pos:R:3:forces:R:3:lowdin_charge:R:1
C -0.637 -4.542 -1.306 -1.004 -0.714 -0.854 -0.0331
C -0.362 -4.658 -2.824 0.045 0.800 0.248 -0.2453
C -1.357 -5.491 -3.672 0.499 1.700 -0.670 -0.0458
O -1.907 -4.497 -4.633 0.657 -0.342 0.402 0.0354
C -1.217 -3.305 -4.596 0.118 -1.534 1.575 -0.5486
O -1.336 -2.401 -5.351 -0.096 -0.089 -0.025 0.1626
O -0.390 -3.303 -3.500 0.052 -1.515 0.348 0.0394
H -0.338 -5.477 -0.810 0.357 0.259 -0.209 0.0908
H -1.711 -4.501 -1.071 0.240 0.549 -0.201 0.0468
H -0.092 -3.703 -0.903 0.087 0.202 0.232 0.0681
H 0.661 -5.082 -2.867 -0.437 0.583 -0.643 0.1458
H -2.165 -5.936 -3.101 -0.161 0.161 -0.028 0.1254
H -0.809 -6.253 -4.227 -0.298 0.046 -0.138 0.1253
Br 0.486 0.126 4.193 -0.232 -0.282 -0.186 0.6348
C 1.301 1.205 5.562 -0.549 1.188 0.230 -0.6885
C 0.725 2.646 5.496 0.721 -0.864 0.341 -0.7192
Br 1.465 3.679 6.970 0.052 -0.006 0.085 0.6223
H 2.363 1.165 5.382 0.221 0.161 0.045 0.0477
H 1.063 0.765 6.527 0.032 -0.068 -0.121 0.0517
H -0.345 2.654 5.639 -0.133 -0.053 -0.047 -0.0119
H 1.009 3.190 4.607 -0.060 -0.141 -0.254 0.0454
Br -1.554 0.171 -0.667 -0.287 -0.130 0.174 0.6495
C 0.015 0.729 0.356 -0.990 0.783 -0.199 -0.6968
C 1.132 -0.087 -0.126 0.718 -0.607 -0.696 -0.7413
Br 2.772 0.488 0.684 0.483 -0.027 0.503 0.6925
H -0.187 0.664 1.415 -0.143 -0.217 0.155 0.0038
H 0.113 1.769 0.080 0.272 0.223 0.066 0.0478
H 1.320 0.055 -1.182 -0.162 0.009 -0.216 0.0024
H 0.979 -1.146 0.045 0.144 -0.091 0.250 0.0565
Br -2.320 2.785 3.625 -0.079 -0.261 -0.059 0.6629
C -3.341 3.417 2.109 -0.115 0.794 -0.224 -0.6897
C -2.393 3.772 0.994 0.338 0.174 -0.458 -0.7050
Br -3.358 4.714 -0.431 0.055 -0.299 0.161 0.6184
H -3.864 4.309 2.444 0.058 0.012 0.091 0.0490
H -4.097 2.704 1.803 0.161 -0.405 0.091 0.0621
H -1.889 2.918 0.549 -0.362 -0.153 -0.058 0.0020
H -1.607 4.464 1.276 -0.141 0.117 0.360 0.0485
Br -3.599 -0.945 3.467 0.187 0.528 -0.020 0.6311
C -4.277 -2.510 2.565 0.501 -0.190 0.643 -0.7201
C -3.118 -3.305 2.051 -0.134 -0.395 -0.099 -0.6996
Br -3.835 -4.887 1.169 -0.016 -0.131 -0.214 0.6339
H -4.963 -2.210 1.798 -0.332 0.138 -0.227 0.0526
H -4.733 -3.068 3.367 -0.564 -0.145 -0.120 0.0463
H -2.535 -3.704 2.864 0.303 0.102 0.179 0.0507
H -2.499 -2.781 1.341 0.113 0.160 -0.208 0.0370
Br 1.212 2.964 -5.065 0.001 0.063 -0.082 0.6172
C 0.699 1.220 -4.388 -0.155 0.529 0.040 -0.7000
C 1.780 0.214 -4.525 0.588 -0.324 0.499 -0.6655
Br 3.324 0.622 -3.397 0.008 0.072 0.096 0.6255
H -0.185 0.924 -4.937 -0.115 -0.129 -0.128 0.0637
H 0.440 1.382 -3.350 -0.108 -0.053 0.154 0.0297
H 2.192 0.106 -5.511 -0.071 0.057 -0.460 0.0511
H 1.452 -0.745 -4.153 -0.258 -0.285 -0.063 0.0460
Br 4.372 4.677 -2.047 -0.105 0.031 -0.278 0.6303
C 4.478 3.360 -0.640 -0.525 0.002 -0.343 -0.7736
C 5.490 3.753 0.365 -0.118 -0.146 1.375 -0.7538
Br 7.240 3.142 -0.097 0.579 0.138 -0.164 0.6501
H 4.697 2.407 -1.096 0.056 -0.195 -0.159 0.0028
H 3.506 3.286 -0.170 -0.225 0.171 -0.083 0.0243
H 5.269 3.276 1.324 0.000 -0.133 -0.165 0.0559
H 5.468 4.816 0.572 0.331 0.176 -0.246 0.0523
```
Forces are in eV/Å.

---

Record 4
Computed, not measured: a structure of composition C13H23ClEuNO4P in a non-equilibrium geometry, with wB97M-V/def2-TZVPD.

Results
Frontier orbital gap (alpha / beta): 7.1 / 7.5 eV
Relative energy (zero: lowest compared OMol25 entry of this formula, charge and spin): 111.43 kJ/mol
2S+1: 8
Largest force on an atom: 0.04251 hartree/bohr

Structure (XYZ):
```
44
Properties=species:S:1:pos:R:3:forces:R:3:lowdin_charge:R:1
C -3.847 -1.787 -2.109 0.383 -0.003 0.038 -0.0847
C -3.257 -2.414 -1.004 0.424 0.062 0.865 -0.0601
C -1.989 -1.979 -0.516 -1.399 -0.166 -1.330 -0.3275
C -1.330 -1.028 -1.273 1.050 0.788 0.882 -0.2959
C -1.935 -0.296 -2.278 -1.541 -0.920 -0.628 -0.3463
C -3.191 -0.717 -2.746 0.315 0.004 0.190 -0.0460
C -1.410 -2.537 0.797 0.192 -0.139 0.181 -0.1618
C 0.132 -2.818 0.958 1.102 -0.974 0.428 -0.3135
N 0.700 -3.636 -0.057 0.107 -1.217 0.276 -0.2934
Eu 0.111 -0.271 0.521 0.102 0.613 -1.336 1.3270
C -1.198 0.907 -2.818 0.431 -0.209 0.379 -0.2976
P 0.539 0.660 -2.216 -0.544 0.123 0.101 0.7625
H -3.756 -3.241 -0.477 -0.072 0.355 -0.332 0.1044
H -3.604 -0.224 -3.623 -0.335 -0.076 0.181 0.1026
H -4.824 -2.127 -2.466 0.408 0.103 0.100 0.0987
H -1.564 1.856 -2.377 0.020 -0.432 -0.288 0.0993
H -1.191 0.983 -3.915 -0.157 0.085 0.219 0.0909
H -1.746 -1.928 1.677 0.137 -0.388 -0.523 0.1200
H -1.866 -3.535 0.937 0.272 0.425 0.157 0.1300
H 1.008 -2.050 1.106 -1.514 -0.678 0.437 0.0485
C 1.251 2.186 -2.863 0.280 0.201 -0.352 -0.3103
C 1.145 -0.525 -3.463 0.451 -0.112 -0.039 -0.2697
H 0.252 -3.334 1.937 -0.387 0.037 -0.373 0.1196
C 0.204 -3.892 -1.380 0.086 -0.083 -0.600 -0.0690
C 1.966 -4.207 0.336 -0.035 0.190 -0.267 -0.0894
H 2.610 0.078 0.652 0.440 -1.478 -0.919 0.0545
H 0.792 -4.756 -1.759 -0.575 0.458 0.066 0.0905
H -0.872 -4.138 -1.395 0.453 0.011 -0.029 0.0896
H 0.357 -3.042 -2.077 -0.119 -0.416 0.256 0.0608
H 2.148 -5.138 -0.233 0.028 0.404 0.462 0.0895
H 2.808 -3.512 0.150 0.015 -0.179 0.018 0.0794
H 1.948 -4.391 1.423 0.128 -0.269 -0.368 0.0847
H 1.078 -0.054 -4.450 -0.004 -0.185 0.043 0.0443
H 2.203 -0.723 -3.242 -0.204 -0.076 -0.188 0.0397
H 0.596 -1.473 -3.456 0.055 0.313 0.046 0.0249
H 0.962 2.253 -3.919 0.218 0.376 0.107 0.0382
H 0.855 3.035 -2.289 0.268 -0.161 -0.238 0.0448
H 2.342 2.122 -2.775 -0.179 0.312 -0.055 0.0390
H 2.716 -0.597 0.222 -0.181 1.508 0.956 0.0610
O 0.688 1.048 2.355 -0.903 1.954 0.383 -0.5265
Cl -0.317 2.161 2.077 0.280 -0.676 0.036 0.7069
O -0.953 2.510 3.305 0.391 0.206 -0.839 -0.2799
O 0.371 3.224 1.393 -0.670 -0.576 0.784 -0.3091
O -1.322 1.550 1.133 0.783 0.885 1.109 -0.4704
```
Forces are in eV/Å.